C65H161Br2N10OSr as an isolated structure, computed with ωB97M-V/def2-TZVPD.

Its frontier orbital gap is 6.675 eV. As for the charge: +1.

Cartesian coordinates (Å):
Sr  12.8909  15.7686  19.6711
C  15.6256  15.8372  15.6982
C  14.4199  14.9821  16.1157
C  14.6519  13.5339  15.6806
O  13.8197  15.1630  17.3860
H  15.4967  16.9084  15.8526
H  15.7928  15.8662  14.6215
H  16.5230  15.4605  16.1890
H  13.6699  15.2797  15.3828
H  14.8962  13.3726  14.6306
H  13.7584  12.9451  15.8880
H  15.4719  13.0241  16.1863
Br  15.5763  10.0771  16.0464
C  17.1952  9.5061  16.9328
C  17.6053  10.5309  18.0130
Br  16.1405  10.7035  19.3048
H  17.9446  9.3958  16.1489
H  16.9225  8.5589  17.3982
H  17.8317  11.4759  17.5190
H  18.4620  10.1051  18.5353
C  10.5454  16.4151  17.1312
C  10.5526  17.5941  18.1456
N  11.8957  18.0366  18.5139
C  12.6797  18.4131  17.3221
C  12.1429  19.5016  16.3214
C  11.6732  19.1919  19.4148
C  12.8343  19.7346  20.1750
H  11.0999  15.5342  17.4545
H  10.9449  16.6937  16.1561
H  9.5135  16.1733  16.8768
H  9.9733  18.4270  17.7471
H  10.0300  17.2902  19.0525
H  13.6740  18.7670  17.5947
H  12.7844  17.4580  16.8072
H  12.0373  20.4340  16.8759
H  12.9001  19.7025  15.5636
H  11.1908  19.1956  15.8877
H  10.9067  19.0200  20.1704
H  11.2364  19.9763  18.7966
H  13.2201  19.0736  20.9511
H  12.5037  20.6944  20.5722
H  13.6886  19.8784  19.5136
C  16.0820  17.3448  18.7801
C  15.9989  17.2283  20.3073
N  15.1953  16.1133  20.7851
C  15.2766  16.1226  22.2404
C  14.7128  17.4379  22.9124
C  15.6644  14.8058  20.3051
C  17.2060  14.5433  20.4527
H  15.1091  17.4374  18.2973
H  16.5819  16.5080  18.2923
H  16.7203  18.2145  18.6240
H  16.9919  17.2735  20.7546
H  15.4903  18.1444  20.6077
H  14.7994  15.2841  22.7475
H  16.3535  16.0825  22.4039
H  14.5976  17.1579  23.9595
H  15.3641  18.3052  22.8041
H  13.7346  17.6899  22.5028
H  15.4222  14.6744  19.2505
H  15.1273  14.0077  20.8177
H  17.4244  13.6744  19.8318
H  17.5460  14.3304  21.4662
H  17.7967  15.3551  20.0284
C  9.7479  13.6915  19.4658
C  10.7456  12.8685  20.3174
N  12.1893  13.0168  19.9531
C  12.4938  12.4915  18.6170
C  12.1852  10.9865  18.3836
C  12.9214  12.2327  20.9407
C  12.9420  12.7822  22.3151
H  9.7467  14.7640  19.6605
H  8.7908  13.3340  19.8455
H  9.6956  13.4064  18.4150
H  10.5788  13.1998  21.3423
H  10.4393  11.8273  20.4181
H  12.0283  13.1166  17.8550
H  13.5633  12.6989  18.5825
H  11.1459  10.6891  18.5232
H  12.3353  10.7322  17.3344
H  12.8447  10.3575  18.9815
H  13.9646  12.0797  20.6643
H  12.4758  11.2455  21.0633
H  13.5682  13.6730  22.3634
H  13.3700  12.0262  22.9735
H  12.0198  13.0803  22.8138
C  13.8370  24.7332  18.6621
C  14.9140  24.3721  17.6880
N  15.7974  23.3568  18.2295
C  15.1275  22.0445  18.1350
C  15.1345  21.3742  16.7405
C  17.1503  23.2805  17.7309
C  18.0804  24.4640  18.1559
H  14.3132  24.9067  19.6271
H  13.0620  23.9740  18.7681
H  13.3471  25.6767  18.4217
H  14.4605  24.1266  16.7277
H  15.4519  25.3155  17.5942
H  15.5643  21.3941  18.8928
H  14.0945  22.1293  18.4725
H  14.6964  20.3834  16.6202
H  14.5952  21.9772  16.0100
H  16.1391  21.2747  16.3294
H  17.3117  23.1620  16.6594
H  17.6360  22.4087  18.1694
H  17.9782  24.5907  19.2337
H  17.8043  25.4395  17.7556
H  19.1311  24.2242  17.9924
C  8.8511  11.0158  15.8006
C  10.2642  11.3124  15.3003
N  10.3900  11.7996  13.9347
C  9.8230  13.1725  13.7661
C  9.7904  13.5339  12.2304
C  11.8099  11.7928  13.5176
C  12.5722  10.4703  13.5730
H  8.9010  10.3798  16.6844
H  8.3058  10.4496  15.0457
H  8.2863  11.9078  16.0718
H  10.6884  12.0438  15.9883
H  10.8758  10.4150  15.3936
H  8.8075  13.1375  14.1606
H  10.3686  13.9845  14.2467
H  9.0619  14.2792  11.9111
H  10.7284  13.9978  11.9255
H  9.7622  12.6676  11.5694
H  12.2888  12.5545  14.1328
H  11.8595  12.1784  12.4993
H  12.0209  9.6950  13.0409
H  12.7579  10.1837  14.6081
H  13.5584  10.5427  13.1145
C  13.8173  18.8325  9.2280
C  12.6925  19.5300  10.0805
N  13.1201  19.8331  11.4936
C  12.2336  20.8859  12.1377
C  12.5944  22.1870  11.4178
C  13.3341  18.6291  12.2814
C  12.1118  17.8795  12.7526
H  14.0573  17.8269  9.5732
H  14.6687  19.5083  9.3085
H  13.6132  18.8635  8.1577
H  12.5013  20.4475  9.5240
H  11.7904  18.9238  9.9983
H  11.1792  20.6194  12.0663
H  12.5069  20.8926  13.1928
H  12.2115  22.9968  12.0388
H  13.6689  22.3586  11.3536
H  12.2774  22.2116  10.3752
H  13.8278  19.0496  13.1575
H  14.0459  17.9699  11.7846
H  11.4658  18.5274  13.3451
H  12.4210  17.0447  13.3815
H  11.5857  17.5867  11.8440
C  13.9042  14.9592  11.5968
C  15.3844  14.7293  11.3420
N  15.7733  14.0394  10.0659
C  15.5159  14.8987  8.9122
C  16.6216  15.9330  8.9841
C  15.0010  12.8141  9.8380
C  15.2932  11.6967  10.8581
H  13.4846  15.6269  10.8443
H  13.8690  15.4032  12.5917
H  13.3171  14.0431  11.5328
H  15.9444  15.6271  11.6037
H  15.8410  14.1004  12.1062
H  15.6002  14.3294  7.9865
H  14.5769  15.4354  9.0482
H  16.4823  16.6539  9.7898
H  17.5918  15.4572  9.1269
H  16.5972  16.3875  7.9937
H  15.3709  12.4547  8.8776
H  13.9145  12.8766  9.7781
H  16.3231  11.3449  10.9176
H  14.7522  10.7832  10.6114
H  14.8892  12.0151  11.8191
C  17.5263  12.6856  14.4637
C  18.9971  12.5141  14.0431
N  19.9387  12.7664  15.1363
C  19.8346  14.1387  15.6157
C  20.3676  15.1877  14.5441
C  21.2476  12.2900  14.6405
C  22.2899  12.0832  15.7594
H  16.8521  12.2786  13.7101
H  17.3313  13.7118  14.7752
H  17.4054  12.0507  15.3414
H  19.1309  11.5195  13.6178
H  19.1820  13.2828  13.2928
H  18.8291  14.3996  15.9459
H  20.4538  14.1665  16.5122
H  19.6927  15.2352  13.6895
H  20.3712  16.1770  15.0017
H  21.3341  14.9125  14.1219
H  21.6097  13.0196  13.9161
H  21.1843  11.2963  14.1971
H  22.5084  13.0222  16.2681
H  23.2773  11.8235  15.3778
H  22.0532  11.3468  16.5273
C  20.8405  22.0655  18.2389
C  21.9241  20.9999  18.6506
N  21.7070  19.6544  18.0064
C  22.7496  18.6637  18.2341
C  24.1419  19.1692  17.7940
C  20.3168  19.1634  18.2186
C  20.0786  18.7218  19.6809
H  19.9086  21.8198  18.7481
H  20.7799  22.0196  17.1515
H  21.1234  23.0653  18.5683
H  22.8686  21.4299  18.3174
H  21.9654  20.8614  19.7310
H  22.7803  18.4857  19.3090
H  22.4375  17.7489  17.7301
H  24.1253  19.3412  16.7178
H  24.4719  20.0562  18.3348
H  24.8589  18.3647  17.9573
H  20.1702  18.2907  17.5822
H  19.6074  19.8896  17.8219
H  20.0284  19.5909  20.3368
H  20.8002  18.0051  20.0731
H  19.1101  18.2633  19.8806
C  17.6209  18.4973  15.3100
C  17.2399  19.0962  13.9365
N  18.2140  18.8307  12.9056
C  18.0886  19.8180  11.8353
C  16.8009  19.7185  10.9774
C  18.1793  17.4130  12.4377
C  19.3402  16.8957  11.5769
H  18.5853  18.9476  15.5450
H  17.6319  17.4090  15.3689
H  16.8808  18.7819  16.0578
H  16.2323  18.7870  13.6586
H  17.0609  20.1605  14.0895
H  18.0619  20.8397  12.2140
H  18.9928  19.8244  11.2267
H  16.9098  18.9258  10.2372
H  15.8851  19.5343  11.5391
H  16.7171  20.6265  10.3802
H  17.2518  17.1968  11.9075
H  18.2841  16.7790  13.3181
H  19.4547  17.5368  10.7029
H  19.2700  15.8592  11.2470
H  20.2767  16.8961  12.1347

These are the Löwdin partial charges, in e, on atoms 1 to 99: atom 1 (Sr): 1.481, atom 2 (C): -0.073, atom 3 (C): -0.560, atom 4 (C): -0.093, atom 5 (O): -0.424, atom 6 (H): 0.052, atom 7 (H): 0.074, atom 8 (H): 0.063, atom 9 (H): 0.100, atom 10 (H): 0.064, atom 11 (H): 0.052, atom 12 (H): 0.031, atom 13 (Br): 0.679, atom 14 (C): -0.662, atom 15 (C): -0.635, atom 16 (Br): 0.641, atom 17 (H): 0.064, atom 18 (H): 0.048, atom 19 (H): 0.045, atom 20 (H): 0.064, atom 21 (C): -0.067, atom 22 (C): -0.258, atom 23 (N): -0.264, atom 24 (C): -0.230, atom 25 (C): -0.044, atom 26 (C): -0.266, atom 27 (C): -0.059, atom 28 (H): 0.035, atom 29 (H): 0.071, atom 30 (H): 0.088, atom 31 (H): 0.122, atom 32 (H): 0.105, atom 33 (H): 0.079, atom 34 (H): 0.086, atom 35 (H): 0.068, atom 36 (H): 0.057, atom 37 (H): 0.070, atom 38 (H): 0.122, atom 39 (H): 0.114, atom 40 (H): 0.047, atom 41 (H): 0.100, atom 42 (H): 0.058, atom 43 (C): -0.055, atom 44 (C): -0.254, atom 45 (N): -0.326, atom 46 (C): -0.232, atom 47 (C): -0.050, atom 48 (C): -0.262, atom 49 (C): -0.038, atom 50 (H): 0.044, atom 51 (H): 0.070, atom 52 (H): 0.081, atom 53 (H): 0.114, atom 54 (H): 0.099, atom 55 (H): 0.102, atom 56 (H): 0.114, atom 57 (H): 0.079, atom 58 (H): 0.079, atom 59 (H): 0.048, atom 60 (H): 0.083, atom 61 (H): 0.088, atom 62 (H): 0.056, atom 63 (H): 0.079, atom 64 (H): 0.068, atom 65 (C): -0.059, atom 66 (C): -0.233, atom 67 (N): -0.234, atom 68 (C): -0.249, atom 69 (C): -0.053, atom 70 (C): -0.304, atom 71 (C): -0.080, atom 72 (H): 0.056, atom 73 (H): 0.083, atom 74 (H): 0.070, atom 75 (H): 0.100, atom 76 (H): 0.119, atom 77 (H): 0.087, atom 78 (H): 0.086, atom 79 (H): 0.072, atom 80 (H): 0.052, atom 81 (H): 0.061, atom 82 (H): 0.070, atom 83 (H): 0.124, atom 84 (H): 0.040, atom 85 (H): 0.099, atom 86 (H): 0.079, atom 87 (C): -0.100, atom 88 (C): -0.270, atom 89 (N): -0.169, atom 90 (C): -0.231, atom 91 (C): -0.069, atom 92 (C): -0.260, atom 93 (C): -0.071, atom 94 (H): 0.082, atom 95 (H): 0.059, atom 96 (H): 0.076, atom 97 (H): 0.111, atom 98 (H): 0.114, atom 99 (H): 0.103